DFT (ωB97M-V with the def2-TZVPD basis set) results for C6H36O13Y as an isolated structure.

Structure (XYZ):
```
56
Properties=species:S:1:pos:R:3:forces:R:3:mulliken_charge:R:1
H 2.505 1.835 1.725 -0.063 0.105 0.203 0.32
O -4.683 1.746 -0.545 0.252 -0.151 0.166 -0.61
O 1.409 -0.969 3.207 -2.074 2.533 -0.203 -0.81
H 3.021 -1.162 -4.016 -0.002 -0.013 -0.116 0.31
O -4.355 -1.085 -1.671 0.676 -0.055 0.170 -0.67
H -3.570 -1.010 0.268 -0.267 0.150 0.271 0.29
H 1.494 -0.493 -0.952 -0.164 -0.018 0.074 0.25
H -2.975 0.860 2.208 0.427 0.087 -0.008 0.30
H 2.227 1.116 -0.799 -0.095 0.046 0.300 -0.28
H 1.044 -2.189 0.689 -0.101 0.009 0.055 0.23
H -0.487 1.038 -4.820 0.031 -0.115 -0.086 0.30
H -0.921 -2.573 -4.048 -0.067 -0.053 0.111 0.33
O 2.400 -1.176 -4.752 -0.005 0.143 0.259 -0.63
O -2.457 1.330 2.903 -0.026 -0.191 0.496 -0.54
H 4.148 1.967 -0.271 0.008 0.129 0.021 0.30
O -0.003 1.358 0.861 0.710 -0.772 3.305 -0.10
H 2.593 -2.555 3.263 0.150 -0.027 -0.025 0.15
H 4.276 -1.966 1.837 -0.316 -0.259 -0.553 0.45
H 4.813 2.859 0.772 -0.096 0.044 -0.104 0.29
H -3.396 -1.153 -1.814 -0.235 -0.034 -0.387 0.32
H 1.794 -0.439 -4.585 -0.083 -0.261 -0.130 0.32
H -3.076 1.463 3.636 0.019 0.110 -0.236 0.33
H 3.311 -0.745 0.927 -0.126 -0.273 -0.105 0.12
Y -0.054 0.894 3.154 2.555 -2.799 -5.225 1.53
H -2.103 0.828 -0.590 0.198 0.138 0.406 -0.01
O -1.133 -1.148 2.407 -0.167 -0.330 0.228 -0.44
H 3.112 2.292 3.063 -0.107 -0.059 0.110 0.23
C 1.450 -2.758 1.533 0.196 0.235 -0.411 -1.74
H -0.011 3.605 0.858 0.028 -0.200 -0.031 0.25
O 2.337 1.861 2.687 -0.733 0.116 0.067 -0.49
H 1.274 0.772 -2.196 0.087 -0.381 -0.070 0.42
H 1.003 4.720 1.121 -0.100 0.006 -0.087 0.31
O -1.544 -2.417 -3.324 0.026 0.087 -0.007 -0.62
H -4.280 0.931 -0.881 -0.413 0.214 -0.094 0.35
O -3.632 -0.797 1.215 0.030 -0.237 0.150 -0.54
H -0.110 2.184 -0.855 0.382 -0.303 -1.047 0.18
H -1.297 0.346 -2.037 0.215 -0.180 0.041 0.23
H -4.736 -1.564 -2.418 -0.035 0.049 0.112 0.31
O 3.950 2.633 0.401 0.107 -0.215 0.103 -0.62
H -5.533 1.466 -0.189 0.008 0.026 -0.127 0.32
C -1.187 0.355 -0.945 -0.020 -0.099 -0.981 -0.64
H -0.452 -1.818 2.221 0.117 0.387 0.325 0.24
H 0.657 -3.302 2.055 -0.063 0.082 0.082 0.52
C 0.063 1.142 -0.550 -1.508 0.921 1.546 0.53
H -1.141 -0.684 -0.603 0.092 0.023 0.130 0.15
H -1.071 -2.706 -2.536 0.051 0.010 -0.121 0.30
C 2.227 -1.857 2.494 -0.021 -0.589 1.461 1.05
O -0.247 0.112 -4.691 -0.165 0.271 0.105 -0.57
H -1.985 -1.523 2.121 -0.032 0.615 -0.040 0.30
H -1.083 -0.337 -4.512 0.145 -0.006 0.067 0.23
C 3.463 -1.235 1.895 1.043 0.531 -0.267 -1.22
C 1.341 0.573 -1.123 -0.049 0.488 -0.389 -0.78
H 3.957 -0.476 2.510 -0.670 0.038 0.383 0.28
O 0.056 4.542 1.087 0.092 -0.100 0.230 -0.71
H 2.089 -3.537 1.112 0.106 0.088 0.002 0.43
H -4.490 -1.150 1.487 0.052 0.041 -0.127 0.27
```
Positions in Å, forces in eV/Å.

Its LUMO energy is -4.2165 eV. Its multiplicity is 1. The relative energy (zero: lowest compared OMol25 entry of this formula, charge and spin) is 1.5 kJ/mol. As for the total charge: +1.

=====

DFT (ωB97M-V with the def2-TZVPD basis set) results for a 12-piece molecular cluster, C6H37NO11S overall.

Structure (XYZ):
```
56
Properties=species:S:1:pos:R:3:forces:R:3:nbo_charge:R:1
H -0.567 -2.665 -2.843 -0.362 0.832 -0.063 0.46
S 3.799 1.540 -1.433 0.907 -1.051 1.398 -0.13
H 1.228 1.500 -4.036 -0.480 -0.049 -0.005 0.48
O -2.851 2.755 1.378 -0.907 -5.532 -2.944 -0.93
H -0.755 0.139 0.350 -1.288 -0.451 0.166 0.19
H -2.544 -1.994 -1.149 1.223 -1.811 -0.987 0.50
H -1.875 0.624 -4.141 0.072 0.569 -0.887 0.48
H 1.136 0.792 3.235 0.552 1.523 -1.598 0.21
O 1.891 -1.354 -1.486 1.537 2.860 -4.677 -1.01
H 1.415 -4.514 0.740 2.214 -2.983 2.064 0.48
C 3.303 1.082 1.414 2.808 0.058 -1.310 -0.44
H 0.826 -3.148 1.012 -0.350 2.379 3.120 0.49
N -0.164 -0.252 2.235 -1.992 0.289 0.777 -0.49
H -2.467 2.259 -2.490 1.521 1.012 -3.260 0.46
H -0.891 -4.038 2.056 0.121 1.415 0.954 0.49
H -2.884 3.519 1.790 0.224 6.129 3.193 0.46
C -0.803 -0.182 3.593 1.189 -6.011 -0.313 -0.41
O -0.440 -3.754 2.876 0.436 -0.452 0.562 -0.99
H 2.234 2.336 0.132 0.444 0.532 0.118 0.21
H -0.444 -2.817 3.174 -0.661 -0.837 -1.341 0.50
O -0.583 -1.730 -2.557 -1.670 -1.150 -0.889 -0.97
H 1.619 -1.851 -0.791 -0.575 -1.690 3.787 0.48
H -3.768 2.446 1.502 0.574 -0.302 -0.340 0.48
H -1.877 0.778 1.579 -0.254 1.346 0.154 0.18
H 4.307 0.595 1.391 -0.575 0.123 0.195 0.21
H -0.781 0.767 3.936 0.760 2.976 1.916 0.19
H 2.963 2.250 -2.148 -0.641 0.444 -0.121 0.16
O 0.976 -3.806 0.414 -0.852 0.799 -4.578 -0.97
C 0.920 0.785 2.117 1.300 -3.866 1.054 -0.24
O -0.672 3.539 -1.390 1.316 -3.070 -3.233 -0.93
H 0.324 -1.528 -2.452 2.037 0.672 0.392 0.49
H -1.051 3.902 -0.673 -1.800 2.945 4.124 0.45
C -1.285 -0.060 1.316 0.319 -0.953 -1.755 -0.43
H -0.435 0.744 -4.281 -0.769 0.484 -1.033 0.45
H 3.329 1.733 2.262 -0.309 -0.092 1.239 0.22
H -2.119 -0.862 1.279 2.063 0.519 -0.177 0.22
H -0.200 -3.645 -1.285 0.416 -0.105 0.843 0.49
O -2.854 1.743 -1.841 -1.509 1.412 3.353 -0.92
H -0.268 -1.121 4.252 -1.315 3.209 -0.995 0.17
H 2.619 -0.917 1.959 -1.602 2.111 -1.396 0.22
H 0.376 1.280 -2.709 -1.751 -0.552 0.296 0.48
O -3.140 -1.285 -1.141 -3.209 2.681 -0.676 -0.98
H 3.852 3.011 0.368 0.624 0.883 1.053 0.22
H 1.814 -0.114 0.388 0.465 -0.431 0.136 0.21
H -1.065 2.648 -1.254 0.652 0.122 -0.594 0.47
O 1.175 1.566 -3.082 2.340 0.733 -0.301 -0.95
O -1.242 1.125 -4.712 0.255 -1.412 1.799 -0.94
H -1.883 -0.417 3.621 0.508 -0.341 -0.594 0.21
H -3.063 2.580 -1.293 -0.187 -2.364 -0.323 0.47
H 0.736 1.696 1.508 -0.425 -0.274 1.014 0.20
H -1.009 -4.245 -0.086 0.764 -0.333 0.734 0.47
H -3.739 -1.162 -1.949 1.976 -0.941 1.781 0.48
C 3.302 2.115 0.310 -2.282 -0.985 -2.736 -0.45
H 2.426 -0.518 -1.387 -0.636 -1.302 0.513 0.52
C 2.198 0.061 1.391 -0.935 0.139 2.402 -0.41
O -1.050 -3.929 -0.966 -2.281 0.144 -2.009 -0.96
```
Positions in Å, forces in eV/Å.

Its LUMO energy is -0.0255 eV. Its multiplicity is 1. The structure (SMILES) is CN(C)CCCCS.O.O.O.O.O.O.O.O.O.O.O. The relative energy (zero: lowest compared OMol25 entry of this formula, charge and spin) is 555.8 kJ/mol.

=====

DFT (ωB97M-V with the def2-TZVPD basis set) results for a 13-piece molecular cluster, C6H39NO12 overall.

Structure (XYZ):
```
58
Properties=species:S:1:pos:R:3:forces:R:3:nbo_charge:R:1
H 0.866 -2.831 -0.294 -0.080 1.806 -0.597 0.23
H 0.673 -1.430 3.112 0.556 -0.858 -0.301 0.19
C 0.583 -2.118 2.247 0.319 -0.997 -1.320 -0.44
O -2.213 0.824 2.232 2.899 -0.082 -2.079 -1.00
O -3.239 -0.076 -1.084 -1.416 -1.167 -1.431 -1.03
H -1.051 -3.915 -1.483 -0.244 -0.406 0.596 0.49
O -3.132 -1.420 1.286 -0.482 -1.462 0.567 -0.98
H 3.951 -1.793 -1.447 -0.461 -0.070 0.502 0.21
O -0.144 2.828 -1.989 2.657 -6.978 4.813 -0.98
H -0.201 0.088 0.452 1.510 -0.621 -0.867 0.19
H -2.767 -1.754 -1.830 -0.451 0.421 0.303 0.50
C 2.253 -1.164 -0.046 3.659 -1.165 -3.116 -0.24
H -0.395 3.515 -2.431 -1.889 6.141 -4.917 0.48
C 3.332 -2.192 -0.616 0.906 0.000 0.941 -0.61
H -1.044 -0.981 -0.501 -0.281 -0.499 0.243 0.22
O -1.093 -4.667 -0.854 -1.312 1.175 1.291 -0.96
C 0.939 -1.698 -0.529 -0.278 -0.380 1.125 -0.44
O 3.543 2.486 1.021 2.527 -0.826 -2.233 -1.00
O -0.040 0.683 -3.621 -3.465 5.346 -4.487 -0.92
H -3.806 -0.112 -1.894 0.526 0.151 1.181 0.46
H 2.277 0.996 -0.078 -0.800 0.598 0.167 0.22
H 1.549 -2.260 1.620 -1.893 0.786 1.560 0.20
H 1.876 4.008 -0.145 0.304 0.955 0.305 0.47
H -3.958 -1.059 1.590 -0.499 0.193 0.039 0.47
H -1.722 -4.340 -0.121 1.474 -0.706 -1.835 0.47
H -2.683 0.677 3.001 -1.563 -0.533 2.453 0.46
H 0.470 -3.186 2.466 -0.592 0.340 0.949 0.21
O -1.995 -2.056 -2.295 2.052 0.215 2.359 -0.97
H 4.028 -2.425 0.240 -0.396 -0.001 -1.028 0.20
O -2.723 2.316 -1.000 2.214 1.521 1.879 -1.05
H 1.187 2.510 3.116 0.618 -0.915 0.801 0.48
H -2.995 -1.017 0.434 -0.182 0.630 -0.765 0.50
H -2.490 2.553 0.104 -0.482 -0.262 -3.443 0.53
H -1.745 2.830 1.972 1.145 -4.138 4.751 0.49
H -2.206 -2.310 -3.139 -1.086 -1.064 -3.113 0.47
O 1.756 1.994 3.736 1.830 4.450 -1.994 -0.94
H 3.753 0.386 -0.590 -0.509 -0.598 0.231 0.23
H -1.615 0.007 2.144 -0.969 0.797 -0.086 0.52
C 2.665 0.168 -0.621 0.366 0.735 -2.193 -0.60
O 1.118 3.549 0.221 0.301 0.086 -0.196 -0.98
H 0.874 -1.539 -1.619 0.140 -0.252 0.294 0.21
H 0.830 3.161 -0.622 -0.874 -0.474 -0.040 0.50
N -0.578 -1.628 1.461 1.812 0.906 -0.381 -0.68
H -1.065 0.819 -3.948 3.931 -0.258 1.083 0.48
H -1.876 2.526 -1.544 -1.827 -0.608 1.834 0.49
H -3.010 0.889 -1.016 0.235 0.713 0.097 0.51
H -0.153 -0.044 -3.144 -0.435 -5.356 3.536 0.47
H -1.086 3.561 0.873 -0.576 0.114 0.436 0.50
H 2.899 -3.136 -0.967 0.011 0.170 0.196 0.20
H 3.839 2.338 1.892 -0.698 0.367 1.591 0.50
H 0.209 2.029 -2.464 -0.740 1.012 -0.496 0.54
H 1.317 1.262 4.003 -2.405 -3.541 1.133 0.46
O -1.948 3.354 1.299 -0.358 4.052 -5.274 -0.90
H -1.317 -2.245 1.243 -0.364 -1.223 0.594 0.39
H 2.422 0.260 -1.748 0.047 -0.180 1.565 0.17
H 2.522 -1.119 0.984 -0.754 0.186 0.678 0.22
H 2.752 2.907 0.758 -1.504 0.343 1.248 0.49
C -0.189 -1.009 0.172 -2.170 1.406 0.851 -0.26
```
Positions in Å, forces in eV/Å.

Its LUMO energy is -0.2164 eV. Its multiplicity is 1. The relative energy (zero: lowest compared OMol25 entry of this formula, charge and spin) is 593.3 kJ/mol.